The following is a DFT calculation (ωB97M-V/def2-TZVPD) of 2 unconnected molecules or ions with the total composition C16H34BN9O4PS.

Net charge: +1
E, eV: -59536.783
Lowest unoccupied orbital energy, eV: -4.3

XYZ file:
```
66
Properties=species:S:1:pos:R:3:forces:R:3
C -1.781019 -2.273107 0.217216 0.5 0.4 -0.4
B -0.757017 -2.312209 -0.942766 -0.2 -0.9 0.1
O -0.427449 -3.487148 -1.524410 -0.4 0.5 -0.2
N -0.065896 -1.068373 -1.535546 -0.6 -0.2 0.4
C -0.591064 0.059172 -2.031302 0.7 0.2 -0.1
C -2.004527 0.494024 -2.129906 -0.4 0.1 -0.5
C -3.035450 -0.546050 -2.606482 1.0 -0.3 0.2
C -2.590920 -1.380831 -3.821928 -0.7 -0.6 0.1
C -3.137618 -2.817349 -3.715340 0.0 0.5 0.3
S -4.950165 -2.880779 -3.883644 -0.2 -0.1 -0.2
C -5.429929 -2.659608 -2.224250 0.3 0.0 -0.2
N -6.164903 -1.734958 -1.725710 0.0 0.1 0.0
N -6.230354 -1.992863 -0.364726 -0.3 0.3 0.2
C -5.527586 -3.038635 -0.151865 -0.2 0.3 0.0
O -4.983470 -3.534662 -1.285534 0.2 -0.4 0.2
N 0.427643 0.826742 -2.455480 -0.3 0.1 -0.1
N 1.539173 0.205357 -2.200487 0.3 -0.1 0.2
N 1.265846 -0.929613 -1.641438 -0.1 0.4 -0.3
C 2.289514 -1.871951 -1.196745 0.2 -0.2 0.0
C 2.628326 -2.840364 -2.336168 -0.2 -0.2 0.2
O 2.729746 -4.014471 -2.147454 0.1 0.2 -0.1
H -2.013745 -1.257457 0.522548 -0.2 -0.1 0.3
H -2.678970 -2.794237 -0.115641 0.0 0.0 0.0
H -1.371261 -2.865000 1.039841 0.0 0.1 0.2
H -0.395260 -3.441250 -2.489147 0.6 -0.3 0.0
H -1.996739 1.315626 -2.846713 0.2 0.1 0.1
H -2.295841 0.932042 -1.172269 0.0 -0.1 0.1
H -3.201540 -1.239523 -1.780709 -0.4 0.1 0.1
H -3.951586 -0.010148 -2.833100 -0.2 -0.2 0.2
H -1.503994 -1.460787 -3.925647 0.0 0.3 -0.1
H -3.026142 -0.972477 -4.732747 0.4 0.3 -0.1
H -2.887435 -3.238639 -2.741125 0.0 -0.3 -0.1
H -2.732018 -3.450560 -4.501579 -0.1 -0.1 0.0
H -5.360275 -3.484302 0.812647 0.2 -0.3 -0.1
H 3.164508 -1.285456 -0.913584 0.0 0.2 -0.1
H 1.973580 -2.393478 -0.296472 -0.2 -0.1 -0.1
H 2.744019 -2.372273 -3.331907 0.1 0.0 0.0
O 3.047193 0.195062 1.764417 1.3 1.0 -2.9
P 2.641052 1.628903 1.913668 -2.4 0.4 5.1
N 3.480861 2.136954 3.297295 -0.4 -0.2 0.0
C 3.003055 2.502559 4.613866 -0.1 0.3 0.1
C 4.927432 2.211939 3.152504 0.1 0.0 -0.5
N 0.923251 1.363014 2.077015 -0.2 -0.5 0.0
C 0.089496 1.850476 3.170172 -0.1 0.4 -0.1
C 0.436170 0.062359 1.647216 0.2 -0.1 0.2
N 2.444557 3.152939 1.261080 1.1 -1.0 -2.7
C 2.303026 4.410098 1.968812 0.6 0.2 0.5
C 1.917627 3.115953 -0.102354 -0.3 0.0 0.0
H 3.346927 3.509372 4.881799 0.0 0.0 0.0
H 3.367544 1.810711 5.380306 0.0 0.0 0.0
H 1.920803 2.527661 4.678053 0.1 0.0 -0.1
H 5.236993 3.136400 2.646313 0.1 0.0 0.1
H 5.308653 1.368291 2.572903 0.0 0.0 0.0
H 5.416327 2.177514 4.124990 -0.1 0.0 0.1
H 0.437842 1.516362 4.150294 -0.1 0.0 0.0
H -0.925071 1.463453 3.061954 0.0 0.0 -0.1
H -0.024001 2.935431 3.154155 0.2 0.0 0.1
H 0.553403 -0.709515 2.419226 -0.1 -0.1 -0.1
H 0.963639 -0.272216 0.756734 0.1 0.0 0.1
H -0.624466 0.145645 1.393986 0.0 0.1 0.1
H 1.619920 4.359743 2.817447 0.0 -0.1 0.0
H 1.910048 5.162768 1.287148 0.0 -0.1 -0.2
H 3.263740 4.783716 2.328856 0.0 -0.1 0.1
H 0.821369 3.064472 -0.102138 0.0 0.0 0.0
H 2.294575 2.227315 -0.613416 0.0 0.0 0.0
H 2.227849 3.978217 -0.692737 0.1 0.0 0.1
```
Forces are in eV/Å.

Here are the Mulliken charges for atoms 1 to 5, given in e:
1 C -0.599
2 B -0.220
3 O -0.464
4 N 0.603
5 C 0.841

=====

The following is a DFT calculation (ωB97M-V/def2-TZVPD) of a molecular structure, C10H15N6O5RhS2Te.

Net charge: 0
E, eV: -61762.737
Lowest unoccupied orbital energy, eV: -2.0

XYZ file:
```
40
Properties=species:S:1:pos:R:3:forces:R:3
Rh -0.305355 0.298523 1.109335 0.0 0.2 0.0
O -1.375387 2.229495 3.916133 0.0 0.0 -0.1
S -0.778171 0.961376 3.652724 0.2 -0.1 0.1
O 0.498321 1.100216 2.763319 0.0 0.0 -0.1
O -0.496238 0.118789 4.777340 0.0 0.0 0.1
O -1.614122 0.151282 2.594540 -0.1 0.0 0.1
C 0.637217 -2.319671 3.576167 -0.1 0.0 -0.1
Te 0.802695 -1.879667 1.521369 0.1 0.0 0.0
C 2.774601 -1.156602 1.783886 0.0 0.0 0.0
H 1.266165 -3.197009 3.720808 0.0 0.0 0.0
H -0.399263 -2.532057 3.817623 0.0 0.0 0.0
H 0.976699 -1.463238 4.146768 0.0 0.0 0.0
H 2.711680 -0.310300 2.464382 0.0 0.0 0.0
H 3.186392 -0.850095 0.827106 0.0 0.0 0.0
H 3.367928 -1.961024 2.213368 0.0 0.0 0.0
C 1.335056 -1.315494 -3.363039 0.1 0.0 0.0
C 1.427441 -1.035952 -1.865893 0.0 0.0 0.0
C 1.363848 0.416556 -1.521643 0.2 0.0 0.1
N 0.961724 0.919321 -0.394747 -0.2 -0.1 0.0
N 0.966164 2.282404 -0.320785 0.1 0.1 0.0
C 1.432816 2.804699 -1.412694 0.0 0.0 0.0
N 1.600222 4.143557 -1.585448 0.0 0.0 0.0
S 1.886079 1.641201 -2.612870 -0.1 0.0 0.0
H 1.357211 -2.390102 -3.536444 0.0 0.0 0.0
H 2.181791 -0.880075 -3.898498 0.0 0.0 0.0
H 0.417547 -0.904666 -3.780054 0.0 0.0 0.0
H 2.371549 -1.436363 -1.480748 0.0 0.0 0.1
H 0.606598 -1.529511 -1.346793 0.0 0.0 0.0
H 1.145205 4.711367 -0.886333 0.0 0.0 0.0
H 1.546752 4.502651 -2.523827 0.0 0.0 0.0
N -3.468398 -0.541475 0.386549 0.0 0.1 0.0
C -2.633499 -0.315549 -0.651132 0.0 0.0 0.0
O -1.356302 -0.387388 -0.488135 0.1 -0.1 0.0
C -3.120247 -0.039840 -1.935616 -0.1 0.0 0.1
C -4.512236 -0.007166 -2.188027 0.0 0.0 -0.3
N -5.647090 0.013344 -2.394396 0.0 0.0 0.1
C -2.184374 0.298388 -2.940004 0.0 0.0 0.0
N -1.382629 0.594524 -3.716799 0.0 0.0 0.0
H -3.103308 -0.404345 1.320138 0.0 -0.1 0.0
H -4.445081 -0.330102 0.252368 0.0 0.0 0.0
```
Forces are in eV/Å.

Here are the Mulliken charges for atoms 1 to 5, given in e:
1 Rh 0.528
2 O -0.591
3 S 1.271
4 O -0.622
5 O -0.646

=====

The following is a DFT calculation (ωB97M-V/def2-TZVPD) of a gas-phase ion, C4H13N2Si (charge +1).

Net charge: +1
E, eV: -15210.184
Lowest unoccupied orbital energy, eV: -4.9

XYZ file:
```
20
Properties=species:S:1:pos:R:3:forces:R:3
C -0.635426 -1.217340 -0.579905 -2.4 -1.4 -1.3
C 1.465152 -1.201623 1.066823 -0.7 0.5 0.8
C -1.432967 1.883837 0.757918 -1.6 -1.4 1.3
C 1.701078 0.505144 -1.634086 -0.9 0.1 0.5
N -1.941824 -1.347346 -0.540905 1.6 1.7 1.1
N -0.192261 1.186750 0.949377 1.2 -1.0 -1.1
Si 0.619938 0.071686 -0.119045 0.8 -0.1 1.9
H -0.208863 -2.158287 -0.977716 0.1 0.6 -0.1
H 1.152855 -1.053581 2.143821 0.5 0.3 -1.2
H 1.124968 -2.235414 0.886279 0.5 0.3 -0.3
H 2.544870 -1.110002 0.959675 0.0 -0.3 0.2
H -2.147321 1.818505 1.638745 0.9 -0.4 -0.7
H -1.370427 2.917824 0.635777 0.4 1.7 -0.8
H -1.961834 1.410412 -0.074447 0.0 0.5 -0.1
H 2.749051 0.284392 -1.447667 0.1 0.1 0.3
H 1.465337 -0.007656 -2.572684 -0.3 0.2 0.2
H 1.557704 1.588859 -1.743139 0.2 -0.2 -0.3
H -2.343791 -2.155975 -0.939832 -0.7 -1.1 -0.1
H -2.579896 -0.668148 -0.086502 0.7 -0.4 -0.6
H 0.433659 1.487962 1.677514 -0.3 0.4 0.4
```
Forces are in eV/Å.

Here are the Mulliken charges for atoms 1 to 5, given in e:
1 C -0.089
2 C -1.085
3 C -0.795
4 C -1.069
5 N -0.229

=====

The following is a DFT calculation (ωB97M-V/def2-TZVPD) of 6 unconnected molecules or ions with the total composition C27H50NO16.

Net charge: +1
E, eV: -63043.151
Lowest unoccupied orbital energy, eV: -5.1

XYZ file:
```
94
Properties=species:S:1:pos:R:3:forces:R:3
C 0.521043 4.212653 2.013158 0.1 -0.3 0.5
C -0.726449 3.506248 1.217844 -0.1 -0.2 0.8
O -0.651229 3.575823 -0.250033 -0.6 -2.0 1.1
C -1.259028 2.363010 -0.877798 -1.3 0.4 -1.3
C -2.928430 2.457849 -0.851865 0.4 -0.4 -0.2
C -3.604425 1.686259 0.426751 0.3 -0.8 0.0
C -5.230786 1.880419 0.571643 0.6 -0.8 0.2
C -5.693226 3.047324 1.628584 -0.4 0.4 -0.3
C -4.974066 4.516588 1.372311 1.7 3.2 -0.1
C -5.140002 5.371649 -0.053537 2.6 1.1 3.6
C -4.329064 6.793823 -0.189920 0.0 -2.7 3.5
C -3.402246 7.326123 1.057015 -2.3 -3.1 -0.6
N -3.322287 6.524748 2.361292 -2.3 -1.4 -3.5
C -4.048737 5.189350 2.556399 -0.8 1.0 -3.4
H 1.371324 3.418182 2.278807 -1.8 1.8 -0.9
H 0.984440 5.132124 1.440677 -1.0 -1.9 1.1
H 0.118999 4.579669 3.075495 0.8 -0.7 -2.3
H -1.724651 4.017312 1.552754 1.7 -0.9 -0.6
H -0.768002 2.378315 1.541608 0.0 2.1 -0.5
H -0.872537 1.357763 -0.411486 -0.7 2.0 -0.8
H -0.981586 2.411098 -2.036542 -0.3 -0.1 2.7
H -3.359639 1.950692 -1.834464 0.9 1.0 2.0
H -3.173880 3.598941 -0.934560 0.4 -2.1 0.4
H -3.027770 1.916311 1.444499 -1.4 -0.3 -2.2
H -3.430674 0.520131 0.241359 -0.3 2.5 0.4
H -5.646871 0.852254 1.003354 0.7 2.3 -0.9
H -5.683373 2.006323 -0.508516 0.8 0.0 2.2
H -5.495038 2.707115 2.737923 -0.2 0.8 -2.3
H -6.877204 3.148657 1.513484 2.6 0.1 0.3
H -5.809854 4.884021 -0.911468 1.7 1.4 2.0
H -4.443201 7.382339 -1.196832 0.5 -1.1 2.4
H -2.794956 8.333556 0.945818 -1.4 -2.4 0.6
H -2.718728 6.894803 3.153392 -1.1 -0.7 -1.5
H -3.913508 4.660897 3.601412 -0.2 1.3 -2.4
C 2.830746 3.531389 8.316104 0.4 -0.3 0.5
O 2.079279 4.019844 7.206587 -0.2 1.2 -0.4
C 2.069616 5.371881 7.090683 0.5 0.2 0.7
O 2.632572 6.159494 7.834906 -1.0 -1.2 -1.3
O 1.324979 5.695699 6.003521 0.3 -0.4 0.6
C 1.225903 7.096862 5.756307 0.0 0.4 0.0
H 2.769694 2.439670 8.311262 -0.2 0.3 -0.3
H 3.883538 3.817653 8.225294 -0.2 0.1 0.1
H 2.408915 3.895611 9.258430 0.2 0.1 -0.2
H 2.214475 7.525674 5.563247 -0.2 0.0 0.2
H 0.739979 7.603582 6.596343 0.3 -0.1 -0.1
H 0.608903 7.239930 4.864944 0.1 -0.3 0.1
C 3.189982 -2.431685 -2.299271 0.4 -0.5 -0.1
O 2.210026 -1.414501 -2.100919 0.1 1.1 0.6
C 2.667117 -0.319829 -1.441908 0.6 -0.2 0.1
O 3.803935 -0.154845 -1.027727 -1.8 -0.2 -0.6
O 1.640253 0.559245 -1.323416 0.5 -0.7 -0.1
C 1.977620 1.767702 -0.645178 0.1 0.5 0.2
H 2.715405 -3.258262 -2.835131 -0.1 0.3 0.2
H 4.017971 -2.056306 -2.909262 -0.1 0.0 0.2
H 3.554987 -2.808727 -1.338445 0.0 0.1 -0.2
H 2.757148 2.310907 -1.188953 0.0 -0.2 0.2
H 2.294214 1.558486 0.381732 0.2 0.0 -0.2
H 1.083052 2.395440 -0.608094 0.3 -0.3 -0.2
C 6.056580 -5.895734 -0.725345 0.3 0.5 -0.1
O 5.330938 -7.084055 -0.416066 -1.1 0.0 0.1
C 3.983919 -6.922921 -0.382780 -0.3 0.3 -0.1
O 3.380942 -5.881340 -0.589292 0.9 -1.4 0.3
O 3.424144 -8.121287 -0.079738 0.7 1.0 -0.2
C 1.999730 -8.102700 -0.009837 -0.6 -0.1 0.0
H 7.122216 -6.140727 -0.724915 -0.3 -0.2 0.1
H 5.788399 -5.527789 -1.720965 -0.1 0.0 0.2
H 5.879790 -5.126859 0.033703 -0.1 -0.1 -0.2
H 1.569373 -7.822930 -0.976765 0.1 0.1 0.2
H 1.660809 -7.421998 0.777769 0.1 0.0 -0.3
H 1.660398 -9.112082 0.238530 0.4 0.1 -0.1
C -8.110784 2.680792 -4.384469 -0.6 0.0 -0.2
O -6.731557 2.550929 -4.045075 0.8 -0.3 -0.4
C -5.956220 2.051827 -5.040707 -0.2 -0.3 -0.8
O -6.340194 1.722646 -6.152158 0.6 0.6 1.9
O -4.679851 1.982264 -4.585399 -1.1 0.2 0.0
C -3.745491 1.471021 -5.533973 0.4 -0.2 -0.4
H -8.635541 3.088524 -3.516146 0.4 -0.1 0.0
H -8.238685 3.375100 -5.221212 0.0 -0.3 0.1
H -8.543876 1.703474 -4.620810 0.1 0.2 -0.1
H -3.698923 2.116870 -6.416658 -0.1 -0.2 0.1
H -4.004148 0.445377 -5.816286 0.0 0.3 -0.1
H -2.758404 1.459679 -5.063639 -0.3 0.1 0.1
C 5.703428 -11.857621 -4.724921 -0.3 -0.2 -0.4
O 6.510345 -11.363790 -3.657525 -0.4 0.3 0.9
C 5.818543 -11.053741 -2.531997 -0.4 0.0 0.2
O 4.612053 -11.163324 -2.378729 1.7 0.2 -0.3
O 6.701590 -10.600501 -1.606759 -0.5 -0.5 -1.0
C 6.110472 -10.233715 -0.361673 -0.4 0.2 0.5
H 6.359425 -12.072870 -5.572821 0.1 0.1 0.3
H 5.202816 -12.786330 -4.432601 0.0 0.3 0.0
H 4.973105 -11.104193 -5.037254 0.0 -0.2 0.2
H 5.626092 -11.097421 0.105032 0.0 0.2 -0.2
H 5.396389 -9.415425 -0.499635 0.1 -0.4 0.0
H 6.907512 -9.886431 0.301505 0.0 -0.1 -0.4
```
Forces are in eV/Å.

Here are the Mulliken charges for atoms 1 to 5, given in e:
1 C -0.972
2 C 0.578
3 O -0.473
4 C -0.422
5 C 0.015

=====

Question: Which value of net charge does entry 1 give?
Answer: +1